Density functional theory data (ωB97M-V with the def2-TZVPD basis set) for a 5-piece molecular cluster, C39H83ClN4O4 overall at a distorted geometry.

Summary:
Lowest unoccupied orbital energy in eV: -1.02
Kohn-Sham gap in eV: 6.96
HOMO level in eV: -7.98
Electronic energy in eV: -68456.900

The geometry in XYZ format:
```
131
Properties=species:S:1:pos:R:3:forces:R:3
C -4.793539 -2.641945 1.693369 -0.4 0.1 0.4
C -4.576204 -1.260552 0.871243 -0.3 -1.1 0.8
C -2.993936 -1.041196 0.688367 -1.3 0.7 -1.2
Cl -2.292629 -2.675135 0.114142 0.0 1.2 0.5
C -2.622752 0.004527 -0.451628 1.6 1.5 0.3
C -1.629842 1.016708 -0.379709 -2.9 -1.7 -1.0
C -0.637801 1.473038 0.777599 -0.1 -0.2 -1.0
C -0.068926 0.284886 1.697657 0.8 0.5 1.0
C 1.557309 0.359154 1.795153 -0.7 -0.8 -0.2
C 2.258924 0.199252 0.341021 -0.2 1.0 1.0
C 2.966675 1.615224 0.004272 0.3 -0.7 -0.6
C 3.233613 1.732845 -1.584008 0.5 -0.7 0.9
C 4.334174 0.609942 -2.043626 0.1 1.5 -0.2
O 3.794747 -0.241160 -3.083679 0.2 -0.5 1.9
C 3.186272 -1.445759 -2.560148 0.3 -1.2 -0.2
C -1.726742 1.719442 -1.807317 3.5 1.7 1.5
O -0.795392 2.489260 -2.147744 -4.5 -2.8 0.2
O -2.894913 1.310837 -2.517769 1.7 -1.2 1.1
C -3.293421 0.053950 -1.917565 -1.3 -2.2 0.2
O -4.010473 -0.800816 -2.478085 3.0 4.1 2.2
H -5.732011 -2.614944 2.369885 1.4 0.2 -1.3
H -3.915741 -2.852618 2.414397 -1.3 0.2 -1.3
H -4.933872 -3.496780 0.947014 0.4 1.1 1.3
H -5.075051 -0.437356 1.498508 1.1 -0.8 -1.1
H -5.138261 -1.379961 -0.118972 1.1 0.4 1.3
H -2.566806 -0.738947 1.701530 -0.2 -0.6 -1.6
H -1.168865 2.228665 1.452621 0.6 -1.0 -1.1
H 0.229438 2.031763 0.253151 -1.5 -0.9 0.8
H -0.409645 -0.763581 1.405919 0.6 1.5 0.1
H -0.440817 0.478899 2.773074 0.4 -0.5 -1.6
H 1.910272 -0.507301 2.472135 -0.6 1.5 -0.9
H 1.833330 1.362349 2.299418 -0.3 -1.6 -0.9
H 1.483857 -0.084165 -0.458337 1.1 0.5 1.1
H 3.022910 -0.648409 0.410735 -1.0 1.3 -0.2
H 3.949823 1.632369 0.615650 -1.4 0.1 -1.1
H 2.345350 2.498676 0.385199 0.7 -1.3 -0.6
H 3.600187 2.777147 -1.867559 -0.5 -1.4 0.4
H 2.256706 1.518125 -2.135908 1.3 0.3 0.7
H 4.771125 0.031273 -1.144734 -0.9 0.6 -1.3
H 5.229170 1.169223 -2.508037 -1.3 -0.9 0.6
H 3.633345 -2.328525 -3.162478 -0.9 1.4 0.9
H 3.464345 -1.652550 -1.465399 -0.4 0.5 -1.6
H 2.041629 -1.452296 -2.667226 1.7 0.2 0.1
C -11.648729 -1.275600 -0.448370 0.0 -0.1 0.0
C -10.271704 -1.198423 -1.096733 -0.1 0.0 0.2
N -9.170229 -1.225985 -0.139831 0.3 0.2 0.1
C -7.883571 -0.859813 -0.727822 -0.1 0.2 -0.1
C -7.307476 -1.781440 -1.802095 0.3 0.0 -0.1
C -9.138046 -2.363192 0.774021 -0.3 0.0 0.1
C -9.087408 -3.764230 0.166480 0.1 -0.3 0.1
H -11.776194 -0.491677 0.302470 0.1 -0.1 0.0
H -12.423360 -1.140817 -1.208497 0.1 0.0 0.0
H -11.823395 -2.244693 0.025074 0.0 0.1 0.0
H -10.232300 -0.252286 -1.648111 0.3 -0.1 0.1
H -10.183994 -1.998613 -1.842208 -0.1 -0.1 -0.1
H -7.142983 -0.741881 0.070529 -0.2 -0.1 0.1
H -7.984567 0.141755 -1.162624 -0.2 -0.1 0.0
H -6.911523 -2.703338 -1.373227 -0.1 0.0 -0.1
H -6.471743 -1.282625 -2.303944 -0.1 -0.1 0.0
H -8.041092 -2.036495 -2.569205 0.0 0.0 0.1
H -10.021822 -2.307201 1.419274 0.0 0.1 -0.1
H -8.296774 -2.249131 1.467496 0.1 0.2 -0.2
H -9.792841 -3.891207 -0.657613 0.0 0.1 0.0
H -9.345881 -4.504243 0.930325 0.0 0.0 0.0
H -8.087471 -4.015083 -0.189592 -0.1 0.0 -0.1
C -7.286353 -5.509438 8.348995 0.1 0.0 0.0
C -7.565676 -5.434818 6.852729 0.1 0.1 0.1
N -6.852764 -4.356181 6.175771 -0.1 0.3 -0.2
C -7.338961 -4.101875 4.821929 -0.2 0.0 0.1
C -7.161309 -5.210586 3.786093 0.0 0.0 -0.3
C -5.401912 -4.345488 6.330516 0.0 0.0 0.4
C -4.629169 -5.586633 5.886749 0.3 -0.1 -0.1
H -7.489799 -4.552849 8.836873 0.1 0.0 -0.1
H -7.931275 -6.263812 8.808315 0.1 0.0 -0.1
H -6.252671 -5.795280 8.557625 -0.1 0.0 0.0
H -8.642651 -5.268079 6.738125 0.1 0.1 -0.2
H -7.350727 -6.411513 6.401447 0.0 -0.1 0.0
H -6.878193 -3.184069 4.439069 0.1 -0.1 0.2
H -8.408572 -3.869317 4.886182 0.0 -0.1 0.2
H -6.124369 -5.293077 3.457622 0.0 -0.1 0.0
H -7.757217 -4.979712 2.896059 0.0 0.0 0.1
H -7.492427 -6.183257 4.154821 0.0 0.0 0.0
H -5.172979 -4.165435 7.386693 -0.1 -0.1 0.0
H -4.987676 -3.470207 5.817395 -0.3 0.0 -0.1
H -5.093798 -6.515118 6.225840 0.0 0.1 0.0
H -3.618941 -5.558532 6.306469 -0.1 0.0 0.0
H -4.518765 -5.628472 4.802487 -0.1 -0.1 0.1
C 5.756851 6.512910 -2.254311 -0.1 -0.1 0.0
C 6.378029 6.418299 -3.642777 0.0 -0.1 0.1
N 6.872702 5.086140 -3.974046 0.2 -0.1 -0.2
C 7.719247 5.063735 -5.164475 0.1 0.1 0.1
C 7.074096 5.432329 -6.499039 0.1 -0.1 -0.3
C 5.909820 3.995604 -3.873372 -0.1 0.1 0.3
C 4.636055 4.095269 -4.708461 -0.2 -0.2 -0.1
H 6.450933 6.161586 -1.486321 0.0 0.0 -0.1
H 5.508433 7.554168 -2.030530 0.0 -0.1 -0.1
H 4.832218 5.935287 -2.180449 0.1 0.0 0.0
H 7.220246 7.119240 -3.662858 0.1 -0.2 -0.2
H 5.652839 6.779580 -4.382616 -0.1 0.1 0.0
H 8.184441 4.075623 -5.258592 -0.2 0.0 0.1
H 8.557510 5.750360 -4.994602 -0.1 0.0 0.1
H 6.433766 4.632254 -6.872131 0.0 0.1 0.0
H 7.853922 5.589804 -7.252010 -0.1 0.0 0.1
H 6.489629 6.352432 -6.439734 0.0 -0.1 0.0
H 5.616350 3.890962 -2.822088 0.1 0.1 0.0
H 6.407900 3.046658 -4.103868 0.2 0.2 -0.1
H 4.175879 5.084659 -4.658827 0.1 0.0 0.0
H 3.899183 3.375891 -4.337850 0.0 0.0 0.0
H 4.818488 3.848226 -5.754773 -0.1 0.1 0.0
C 11.487027 0.444326 0.271391 -0.1 0.0 0.1
C 10.958659 1.520641 -0.669362 -0.1 -0.2 0.0
N 9.682254 1.182198 -1.290185 -0.1 -0.1 -0.3
C 9.325787 2.064940 -2.399030 0.2 0.0 -0.1
C 9.067661 3.535931 -2.078601 0.0 0.2 -0.1
C 8.590599 0.850537 -0.380894 0.2 -0.3 0.2
C 8.188758 1.894062 0.660463 -0.3 0.1 0.1
H 11.552844 -0.523173 -0.232744 -0.1 0.1 0.0
H 12.490379 0.712733 0.613960 -0.1 0.0 0.0
H 10.859489 0.333918 1.158998 0.0 0.0 0.0
H 11.708070 1.649256 -1.458423 -0.3 0.1 -0.1
H 10.908402 2.473430 -0.127586 0.1 0.1 0.1
H 8.449940 1.657823 -2.917460 0.0 -0.1 0.2
H 10.133145 2.018372 -3.139713 0.1 -0.1 0.2
H 8.106061 3.677999 -1.584202 0.1 0.1 0.0
H 9.032307 4.112129 -3.007692 0.0 -0.1 0.2
H 9.852174 3.971302 -1.455861 0.0 -0.1 0.0
H 8.856711 -0.070417 0.149842 0.1 0.1 0.0
H 7.703950 0.573570 -0.962631 0.2 0.1 -0.2
H 9.049766 2.340517 1.162777 0.0 0.0 -0.1
H 7.572530 1.422611 1.432544 0.0 0.0 0.0
H 7.588696 2.692690 0.222411 0.1 0.0 0.1
```
Forces are in eV/Å.